Record 1
Below is 2 unconnected molecules or ions with the total composition C4H11N3O2, with properties calculated with ωB97M-V with the def2-TZVPD basis set.

Properties
2S+1   1
Highest occupied orbital energy   -8.81 eV
SMILES   CN=C(N)N.CC(=O)O

```
20
Properties=species:S:1:pos:R:3:mulliken_charge:R:1
H 0.6809 0.6945 1.8457 0.253
H -2.5516 1.6829 0.2790 0.274
H -0.0193 -0.9670 1.9393 0.192
H 3.4727 -0.0640 -1.4432 0.256
N 1.8723 -0.8462 1.0573 -0.538
H 3.6371 -1.4038 -0.4870 0.278
C -2.5419 1.1595 -0.6655 -0.899
C 2.0608 -0.2942 -0.0531 0.695
C -2.7403 -0.3169 -0.5712 0.673
H 1.1947 -0.5043 3.0042 0.322
H -1.6035 1.4676 -1.1233 0.228
N 2.9816 -0.7981 -0.9604 -0.554
C 0.9042 -0.3682 1.9783 -0.744
O -1.5785 -0.9739 -0.3817 -0.397
H -3.3511 1.6433 -1.2113 0.328
H 0.6708 1.2028 -0.0058 0.201
O -3.8014 -0.8660 -0.6488 -0.543
H -1.7590 -1.9315 -0.4852 0.312
H 1.0428 0.6383 -1.4906 0.268
N 1.4287 0.8450 -0.5765 -0.602
```

---

Record 2
Below is 2 unconnected molecules or ions with the total composition C4H11N3O2, with properties calculated with ωB97M-V with the def2-TZVPD basis set.

Properties
2S+1   1
Highest occupied orbital energy   -8.89 eV
SMILES   [H]/N=C(\N)NC.CC(=O)O

```
20
Properties=species:S:1:pos:R:3:mulliken_charge:R:1
H -3.7753 -1.4727 0.9259 0.233
H -1.3824 -1.0757 -0.6950 0.266
C 1.6876 1.0642 -1.1598 0.731
H 1.4226 3.2052 -1.7155 0.263
O 2.5717 0.7047 -0.1890 -0.477
C -0.9830 -0.7516 1.2456 0.496
H 3.0464 2.6742 -1.3776 0.326
N -1.9002 -0.9261 0.1645 -0.290
H -3.3107 -2.2439 -0.5941 0.339
H 2.2469 2.2144 -2.8516 0.279
H 2.1425 0.0243 0.3645 0.357
C -2.9487 -1.9025 0.3752 -0.854
H 0.0695 -1.5076 2.6555 0.206
N -0.6452 -1.7274 1.9689 -0.676
N -0.4365 0.5221 1.3016 -0.441
H -2.6423 -2.7280 1.0087 0.337
C 2.1042 2.3587 -1.7852 -0.986
O 0.7561 0.3666 -1.4316 -0.532
H -0.4830 0.9763 2.1975 0.219
H -0.6146 1.1798 0.5611 0.204
```

---

Record 3
Below is 2 unconnected molecules or ions with the total composition C4H11N3O2, with properties calculated with ωB97M-V with the def2-TZVPD basis set.

Properties
2S+1   1
Highest occupied orbital energy   -9.56 eV
SMILES   CN=C(N)N.CC(=O)O

```
20
Properties=species:S:1:pos:R:3:mulliken_charge:R:1
H -0.8581 -0.1001 -1.4973 0.315
C 2.6997 -2.3840 -0.7750 -1.085
H 3.7054 -1.8145 -0.3432 0.266
H 3.1859 -2.6535 -1.7101 0.357
H -2.9668 2.4590 -0.5395 0.174
C -1.3812 1.1935 0.0429 0.574
C 1.5194 -1.5612 -0.6698 0.817
H -1.0179 0.3285 2.9694 0.379
O 1.4635 -0.5198 0.2709 -0.576
H -2.8876 2.1755 1.0813 0.159
H 0.5657 -0.0059 0.5655 0.503
H -1.5215 1.7362 2.6724 0.296
H -0.3761 1.4729 -1.7993 0.286
H 2.7897 -3.2136 0.0546 0.261
H 0.3847 1.3290 2.8007 0.257
C -0.6493 1.0939 2.3992 -1.020
N -1.1573 0.8723 -1.3787 -0.621
N -2.5770 2.0156 0.1538 -0.336
O 0.5249 -1.7400 -1.3539 -0.610
N -0.5574 0.8707 0.9999 -0.398
```

---

Record 4
Below is 2 unconnected molecules or ions with the total composition C4H11N3O2, with properties calculated with ωB97M-V with the def2-TZVPD basis set.

Properties
2S+1   1
Highest occupied orbital energy   -8.29 eV
SMILES   [H]/N=C(\N)NC.CC(=O)O

```
20
Properties=species:S:1:pos:R:3:mulliken_charge:R:1
N 1.0316 0.2995 -1.7614 -0.468
H -2.8030 1.3000 -0.2926 0.333
H -2.4495 1.3997 -2.1355 0.361
H 0.8147 2.6019 -3.2122 0.197
N 0.3692 2.4195 -2.3274 -0.421
C 0.4226 -1.3374 1.9261 0.816
O 1.3479 -1.6482 1.0592 -0.519
H 1.1819 -1.4947 -0.0520 0.386
H 1.6773 0.2430 -2.3920 0.138
H -0.6109 0.2813 -0.1599 0.174
H 1.7756 -1.9484 3.4724 0.308
C 0.6674 -1.8227 3.2897 -1.116
H 0.3617 -1.2267 4.1121 0.348
C 0.0938 1.1187 -1.8172 0.389
H -2.6593 -0.0336 -1.0134 0.291
O -0.6606 -0.9560 1.5978 -0.599
H -0.1698 3.2189 -1.9036 0.217
C -2.2955 0.9620 -1.1538 -0.966
N -0.8608 0.9556 -0.8556 -0.172
H 0.2726 -2.7540 3.4626 0.303
```

---

Record 5
Below is 2 unconnected molecules or ions with the total composition C4H11N3O2, with properties calculated with ωB97M-V with the def2-TZVPD basis set.

Properties
2S+1   1
Highest occupied orbital energy   -8.68 eV
SMILES   CN=C(N)N.CC(=O)O

```
20
Properties=species:S:1:pos:R:3:mulliken_charge:R:1
N 1.0212 0.5261 -1.1531 -0.458
O -2.7732 -2.7851 -0.9551 -0.518
H 0.6588 -0.7655 1.8652 0.313
C 1.3016 0.1669 0.1646 0.577
H 2.7132 2.6341 0.2306 0.343
C -3.0569 -0.7189 0.3628 -0.877
N 0.4707 -0.7300 0.7429 -0.465
N 2.1191 0.8086 0.9538 -0.575
O -1.5445 -1.0774 -1.4100 -0.606
H 3.8745 1.2086 -0.3026 0.257
H 0.5710 -0.2822 -1.6371 0.333
H 3.8961 1.8141 1.4014 0.259
H -1.2819 -0.0513 -1.1847 0.366
C -2.5423 -1.6839 -0.6048 0.723
H 1.6158 1.2717 -1.5985 0.205
H -4.2313 -0.6184 0.3021 0.277
H -2.6243 0.3524 0.2394 0.330
H -2.9255 -1.1686 1.3934 0.257
H -0.5011 -0.6262 0.6832 0.106
C 3.2391 1.7251 0.5065 -0.848
```

---

Record 6
Below is 2 unconnected molecules or ions with the total composition C4H11N3O2, with properties calculated with ωB97M-V with the def2-TZVPD basis set.

Properties
2S+1   1
Highest occupied orbital energy   -7.52 eV
SMILES   [H]/N=C/OC.NC(N)=CO

```
20
Properties=species:S:1:pos:R:3:mulliken_charge:R:1
O -0.7116 1.3634 -0.7829 -0.334
H -2.4989 0.5655 -1.4922 0.338
H -2.6000 2.1115 -0.6203 0.230
H 1.6502 1.3621 1.1704 0.311
N 2.2767 -1.0286 0.1922 -0.534
H -2.3010 0.5750 0.2653 0.235
N 0.1064 -1.6536 0.9860 -0.605
C -2.1088 1.1397 -0.6508 -0.677
H -0.2018 -2.1185 0.1344 0.314
H 3.0371 -0.8038 0.8206 0.230
C 1.0078 -0.6172 0.6643 0.329
H 2.3175 -2.0117 -0.0481 0.231
O -0.2234 0.9204 2.0135 -0.516
H 0.9790 0.7537 -1.7075 0.473
H -0.6977 -1.2859 1.4796 0.291
C 0.8741 0.6132 1.2525 -0.408
H 0.0730 -1.2989 -2.3726 0.224
N -0.5263 -0.7351 -1.7813 -0.852
H -0.4917 1.8285 1.8247 0.344
C 0.0394 0.3202 -1.3480 0.377
```

---

Record 7
Below is 2 unconnected molecules or ions with the total composition C4H11N3O2, with properties calculated with ωB97M-V with the def2-TZVPD basis set.

Properties
2S+1   1
Highest occupied orbital energy   -8.44 eV
SMILES   [H]/N=C(\N)NC.CC(=O)O

```
20
Properties=species:S:1:pos:R:3:mulliken_charge:R:1
H -2.2993 -1.5379 0.3026 0.264
H -0.1741 2.2339 -1.1154 0.253
N -0.9450 1.6136 -0.9372 -0.510
N -1.4182 0.2408 0.9469 -0.095
C -2.5241 -0.4776 0.3570 -0.858
N -0.9145 2.4234 1.2800 -0.767
C 2.0595 -0.9031 -0.2858 0.739
O 1.6579 -0.1057 0.5231 -0.541
H -0.7838 3.3492 0.9466 0.249
C 2.8430 -2.1378 -0.0031 -1.011
H -1.7135 1.9494 -1.4980 0.185
H -2.7512 -0.1707 -0.6554 0.333
C -1.1413 1.4981 0.4749 0.533
H 2.7154 -2.8936 -0.7733 0.336
H 3.8709 -1.8017 -0.2085 0.278
H 1.3586 0.1239 -1.6883 0.323
H -3.3900 -0.4401 1.0218 0.270
O 1.9534 -0.6320 -1.6107 -0.477
H 2.7762 -2.4173 1.0382 0.308
H -1.1798 0.0853 1.8846 0.188
```

---

Record 8
Below is a gas-phase ion, C4H11N3O3P (charge -1), with properties calculated with ωB97M-V with the def2-TZVPD basis set.

Properties
Total charge   -1
2S+1   1
Highest occupied orbital energy   -4.56 eV
SMILES   CC(C)N(C(=O)[O-])P(N)(N)=O

```
22
Properties=species:S:1:pos:R:3:mulliken_charge:R:1
C 1.4719 0.6096 1.3340 -1.425
C 1.4080 -0.0229 -1.1752 -1.296
P -1.8451 0.4922 -0.0690 0.872
H -2.3529 0.2309 -2.4340 0.261
H 2.4618 -0.2451 -1.3667 0.378
H -3.2607 -0.7084 0.8771 0.370
H 1.5684 -1.4299 0.5148 0.560
C -0.7073 -2.0963 0.2267 0.521
C 1.1251 -0.4715 0.2651 0.318
O -1.3682 1.8611 -0.1244 -0.669
H 2.4626 0.9310 1.3279 0.444
H -3.0747 -0.9827 -1.5189 0.313
N -2.9884 0.3067 1.1052 -0.765
H 0.5723 -0.3431 -1.7846 0.332
N -0.2399 -0.8052 0.4414 -0.131
H -2.5299 0.2766 1.9545 0.286
H 1.4703 1.1453 -1.1955 0.251
O 0.0641 -3.0744 0.2419 -0.791
O -1.9444 -2.1489 0.1099 -0.784
H 1.0007 0.3650 2.2961 0.372
N -2.7025 0.0220 -1.4486 -0.614
H 0.7396 1.5459 1.0638 0.195
```

---

Record 9
Below is a single C4H11N3S molecule, with properties calculated with ωB97M-V with the def2-TZVPD basis set.

Properties
2S+1   1
Highest occupied orbital energy   -8.00 eV
SMILES   NCC(CN)C(N)=S

```
19
Properties=species:S:1:pos:R:3:mulliken_charge:R:1
H -0.6302 -1.9141 1.3845 0.275
H 1.5526 2.5746 0.4764 0.337
H -0.2589 -1.5595 -1.1316 0.376
N 0.8493 -1.3898 -1.1370 -0.207
N -1.7469 -0.9214 -0.3044 -0.639
H 1.8339 1.5053 -0.7768 0.306
C -0.9388 -0.9163 0.9621 -0.700
H -1.0871 2.0811 0.3590 0.292
N 0.9903 2.1981 -0.3977 -0.672
C 1.3835 -0.6781 -0.2035 -0.221
H -1.5397 -0.4759 1.9810 0.283
C 0.1404 0.1050 0.6227 0.399
H -2.7023 -1.4176 -0.2267 0.262
H 0.5825 0.4004 1.5699 0.312
C -0.1640 1.5114 -0.1305 -0.987
H -2.0601 0.1336 -0.4950 0.208
H 1.3777 -1.9350 -1.7837 0.197
S 2.9717 -0.6357 0.3477 -0.258
H -0.5540 1.3340 -1.1164 0.437
```

---

Record 10
Below is 2 unconnected molecules or ions with the total composition C4H11N4, with properties calculated with ωB97M-V with the def2-TZVPD basis set.

Properties
Total charge   +1
2S+1   1
Highest occupied orbital energy   -12.25 eV

```
19
Properties=species:S:1:pos:R:3:mulliken_charge:R:1
N 2.0102 1.1928 0.7306 -0.541
H 2.8890 -0.0603 -1.4047 0.220
C -1.2780 0.3283 1.3521 -0.576
N 2.7332 -0.9115 -0.9562 -0.394
H -1.0874 1.4288 1.5029 0.304
H -2.2082 -1.8140 -0.8277 0.339
H 2.8918 1.2087 0.3336 0.227
C -2.0833 -1.4257 0.0824 -0.807
C -1.7381 0.7211 -1.0006 -1.133
H -2.0148 -2.1468 0.8412 0.321
N 1.3427 0.0398 0.6184 0.300
N 1.7091 -0.9008 -0.0725 -0.226
H -1.0592 -0.4006 2.1511 0.273
H 1.9384 1.7445 1.6424 0.273
H -2.3905 0.3482 -1.8313 0.389
H -2.1067 1.7535 -0.5969 0.332
H -0.7176 0.8525 -1.3222 0.267
C -1.7840 -0.1149 0.1473 1.158
H 2.9534 -1.8439 -1.3897 0.272
```

---

Record 11
Below is a gas-phase ion, C4H11N4O2S (charge +1), with properties calculated with ωB97M-V with the def2-TZVPD basis set.

Properties
Total charge   +1
2S+1   1
Highest occupied orbital energy   -14.03 eV

```
22
Properties=species:S:1:pos:R:3:mulliken_charge:R:1
H -1.4294 -2.0206 -1.4966 0.365
N 1.8816 -0.9395 0.1131 -0.196
H 3.3023 2.8059 0.3429 0.291
S 3.7284 0.7322 1.0678 0.557
H -1.7279 0.7043 -0.0619 0.282
O 2.7039 0.1873 2.4807 -0.353
H 0.5340 -0.5788 -1.5854 0.409
C 0.1827 0.2353 -1.0463 -0.751
H 0.4424 1.1898 -1.5803 0.308
H -2.5427 -1.8253 -0.2391 0.324
C -1.4635 -1.4995 -0.6182 -1.052
N 1.4733 0.7257 2.3443 0.113
H -0.2490 1.3120 1.3488 0.259
H -0.7471 -1.8261 0.1806 0.224
N 0.9407 0.0370 0.1637 0.500
C -1.3567 -0.0369 -0.8180 -0.426
N 2.8500 1.9760 0.7507 -0.456
H 1.8308 -1.6964 0.8720 0.324
H 1.1077 1.2337 3.1977 0.292
C 0.7292 0.7866 1.2650 -0.127
O 3.1479 -0.5374 0.1422 -0.281
H -1.9212 0.3102 -1.6792 0.395
```

---

Record 12
Below is a molecular structure, C4H11N4OS, with properties calculated with ωB97M-V with the def2-TZVPD basis set.

Properties
Total charge   +1
2S+1   1
Highest occupied orbital energy   -12.98 eV

```
21
Properties=species:S:1:pos:R:3:mulliken_charge:R:1
S -0.7147 0.6402 1.2778 0.448
H -1.6523 -0.2305 2.9982 0.405
H -0.0838 -0.9977 2.6842 0.377
N 0.2449 -0.0928 -1.3682 -0.127
C 0.1461 -0.4975 -0.0358 -0.341
H -0.2259 -0.5937 -2.0404 0.233
C 1.1408 0.9187 -1.5683 0.630
H 1.6518 2.2859 -3.1447 0.282
H -1.7596 -1.1809 -0.6740 0.314
C -1.0287 -0.7219 2.2848 -0.534
N 1.6004 1.7582 -0.6457 -0.222
N 1.5725 1.2483 -2.8169 -0.501
H -2.8137 -1.6646 1.5655 0.355
H 2.2858 2.4368 -1.0171 0.241
C -1.7334 -1.7645 1.4652 -0.400
O 0.4201 1.4230 1.8850 -0.711
N -1.2288 -1.7579 0.0996 -0.609
H -1.4156 -2.8019 1.8233 0.256
H 1.3575 0.5710 -3.5795 0.246
H 0.9739 -0.8737 0.4741 0.451
H 1.2626 1.8954 0.3328 0.209
```

---

Record 13
Below is a gas-phase ion, C4H11N4S (charge +1), with properties calculated with ωB97M-V with the def2-TZVPD basis set.

Properties
Total charge   +1
2S+1   1
Highest occupied orbital energy (spin up / spin down)   -12.70 / -12.70 eV

```
20
Properties=species:S:1:pos:R:3:mulliken_charge:R:1
H 0.9357 -2.1225 0.7126 0.287
C 0.9992 -2.0046 -0.4186 -0.701
C 0.7584 1.6467 1.0115 -0.739
H -0.5167 2.4746 -1.6749 0.271
H 1.8292 1.6130 0.7753 0.296
H 1.9306 -1.4193 -0.8481 0.266
H -2.7266 1.8166 -1.1846 0.293
H -0.4450 -1.1186 -1.7041 0.214
H -0.4837 -0.6724 1.0489 0.778
H 0.4414 1.0322 1.9386 0.236
N -1.9059 1.4232 -0.6810 0.009
N 0.2089 1.0854 -0.1811 -0.038
C -2.0031 0.1798 -0.1813 0.128
H 1.1067 -3.0172 -0.8636 0.297
N -0.7175 1.9373 -0.7540 -0.333
N -0.2379 -1.4265 -0.8138 -0.158
S -3.5549 -0.3452 0.4772 -0.196
H -2.9707 -1.3377 1.3303 0.224
H 0.3539 2.7216 1.0123 0.347
C -0.6617 -0.4288 0.0426 -0.479
```

---

Asked for energy above the lowest of the compared OMol25 structures with the same formula, charge and spin across the records above, the calculation gives 0.7008, 1.0239, 2.6577, 2.8897, 2.7581, 3.1162, 1.3491, 0.3179, 2.5483, 6.7609, 2.2003, 1.3290, 4.1289 eV in order.